Record 1
A structure of composition C27H34N6Se2V, computed with the ωB97M-V functional and the def2-TZVPD basis.

Element x y z (Å)
V  0.070  0.283  0.746
Se  1.854  -1.973  0.985
Se  1.807  0.833  3.250
C  0.112  0.242  3.686
C  -0.342  0.054  5.011
C  -1.642  -0.296  5.252
C  -2.524  -0.463  4.171
C  -2.020  -0.296  2.909
N  -0.733  0.019  2.667
C  2.661  -0.605  0.020
C  3.922  -0.694  -0.595
C  4.433  0.394  -1.259
C  3.683  1.575  -1.343
C  2.438  1.587  -0.767
N  1.938  0.524  -0.117
H  0.365  0.217  5.812
H  -1.993  -0.426  6.268
H  -3.565  -0.712  4.317
H  -2.649  -0.411  2.036
H  4.470  -1.621  -0.511
H  5.410  0.340  -1.722
H  4.061  2.451  -1.848
H  1.793  2.456  -0.800
C  1.295  -0.905  -3.010
C  1.239  -1.028  -4.557
N  -0.057  -0.565  -5.058
C  -1.114  -1.381  -4.462
C  -1.050  -1.287  -2.913
N  0.022  -0.381  -2.506
C  -0.226  0.934  -3.098
C  -0.251  0.826  -4.646
H  2.091  -0.227  -2.697
H  1.476  -1.868  -2.527
H  1.382  -2.061  -4.882
H  2.018  -0.425  -5.029
H  -0.983  -2.412  -4.801
H  -2.074  -1.027  -4.844
H  -0.849  -2.265  -2.467
H  -1.988  -0.908  -2.495
H  0.561  1.612  -2.760
H  -1.173  1.306  -2.702
H  0.542  1.426  -5.098
H  -1.202  1.175  -5.055
N  -1.071  -1.324  0.213
C  -1.776  -2.206  0.020
C  -2.584  -3.353  -0.237
C  -3.420  -3.387  -1.354
C  -4.185  -4.515  -1.587
C  -4.117  -5.595  -0.716
C  -3.286  -5.554  0.396
C  -2.514  -4.433  0.644
H  -3.460  -2.539  -2.023
H  -4.834  -4.554  -2.451
H  -4.718  -6.474  -0.905
H  -3.237  -6.399  1.069
H  -1.858  -4.384  1.502
C  -1.944  3.232  1.730
C  -1.758  2.683  0.312
C  -1.193  3.774  -0.603
C  -3.085  2.156  -0.239
N  -0.821  1.596  0.369
H  -2.605  4.101  1.715
H  -0.981  3.526  2.149
H  -2.379  2.474  2.383
H  -1.837  4.656  -0.583
H  -1.121  3.421  -1.632
H  -0.199  4.069  -0.265
H  -3.824  2.958  -0.280
H  -3.474  1.362  0.402
H  -2.952  1.755  -1.245

Computed properties:
Gap between HOMO and LUMO (spin up / spin down) (eV): 6.052 / 5.971
LUMO level (spin up / spin down) (eV): -0.326 / -0.427
Energy relative to the best compared isomer or geometry (same formula, charge and spin) (eV): 1.047
Charge: 0
2S+1: 2
Molar mass (g mol⁻¹): 651.475

Results of the Löwdin charge analysis, in e, for atoms 1 through 4: V 0.62; Se 0.61; Se 0.61; C -0.80

---

Record 2
A cluster of 2 separate species, C40H45ClNO6PS2 in total, computed with the ωB97M-V functional and the def2-TZVPD basis.

Element x y z (Å)
C  2.285  3.122  4.665
C  1.113  2.159  5.272
C  0.819  1.059  4.140
C  -0.649  0.391  4.221
C  -0.651  -1.205  4.377
C  -0.471  -2.001  2.998
C  0.408  -1.467  1.811
C  0.583  -2.201  0.462
C  -0.209  -3.564  0.319
C  -1.090  -4.187  1.422
P  -2.090  -5.774  1.364
C  -3.914  -5.165  1.220
O  -1.849  -6.712  -0.045
C  -1.184  -3.355  2.765
Cl  -2.228  -4.022  4.120
S  -0.056  -4.427  -1.335
C  -0.131  -2.948  -2.482
C  0.657  -1.687  -1.946
C  0.566  -0.422  -2.859
C  -0.241  -0.391  -4.206
O  -0.307  0.843  -4.969
C  -1.565  1.503  -4.695
O  -2.661  0.879  -4.614
C  -1.679  3.098  -4.519
C  -2.524  3.559  -3.277
C  -2.789  5.073  -2.959
C  -2.187  6.117  -3.939
C  -1.329  5.652  -5.149
C  -1.056  4.139  -5.478
C  -0.961  -1.705  -4.692
S  -1.887  -1.734  -6.306
C  -0.904  -2.986  -3.820
C  -1.651  -4.310  -4.329
C  -0.650  -5.167  -5.280
C  0.714  -4.402  -5.655
O  -0.286  -6.449  -4.707
N  1.393  -1.778  -0.683
C  2.292  -0.632  -0.419
C  3.648  -0.911  -1.294
C  4.059  0.311  -2.232
C  3.982  1.793  -1.775
C  4.460  2.872  -2.777
C  4.995  2.489  -4.195
C  5.076  1.010  -4.666
C  4.597  -0.073  -3.662
H  1.848  3.820  3.861
H  2.860  3.680  5.480
H  3.047  2.441  4.138
H  1.586  1.683  6.210
H  0.205  2.803  5.535
H  0.869  1.598  3.115
H  1.604  0.218  4.094
H  -1.265  0.779  3.329
H  -1.167  0.827  5.159
H  0.214  -1.487  5.070
H  -1.639  -1.487  4.902
H  0.973  -0.474  1.946
H  -4.543  -5.822  0.532
H  -4.295  -5.168  2.313
H  -3.888  -4.057  0.913
H  -2.668  -6.608  -0.594
H  1.067  0.554  -2.557
H  -2.996  2.811  -2.554
H  -3.420  5.414  -2.078
H  -2.405  7.227  -3.728
H  -0.924  6.492  -5.825
H  -0.445  3.803  -6.389
H  -0.874  -1.422  -7.233
H  -2.592  -4.100  -4.942
H  -1.860  -4.990  -3.416
H  -1.180  -5.402  -6.281
H  1.385  -4.177  -4.751
H  1.321  -5.141  -6.310
H  0.540  -3.484  -6.327
H  0.690  -6.505  -4.581
H  1.843  0.403  -0.634
H  2.676  -0.572  0.671
H  3.462  -1.837  -1.935
H  4.505  -1.193  -0.570
H  3.609  1.989  -0.711
H  4.431  3.960  -2.414
H  5.361  3.331  -4.864
H  5.483  0.701  -5.680
H  4.663  -1.188  -3.937
O  -0.479  1.551  7.811
C  -1.016  2.592  8.086
C  -2.443  2.754  8.534
C  -2.668  4.240  8.348
C  -1.283  4.808  8.553
O  -0.387  3.800  8.071
H  -2.523  2.458  9.583
H  -3.118  2.164  7.915
H  -3.411  4.660  9.028
H  -3.001  4.435  7.323
H  -1.063  4.995  9.608
H  -1.133  5.731  7.991

Computed properties:
Gap between HOMO and LUMO (eV): 7.654
LUMO level (eV): -0.007
Energy relative to the best compared isomer or geometry (same formula, charge and spin) (eV): 18.312
Charge: 0
Structure (SMILES): CCCCCc1cc2c(c(P(C)O)c1Cl)Sc1c(cc(OC(=O)c3ccccc3)c(S)c1C[C@@H](C)O)N2CCc1ccccc1.O=C1CCCO1
Molar mass (g mol⁻¹): 766.362

Results of the Löwdin charge analysis, in e, for atoms 1 through 4: C -0.14; C -0.25; C -0.24; C -0.20

---

Record 3
A cluster of 2 separate species, C7H14N2S3 in total, computed with the ωB97M-V functional and the def2-TZVPD basis.

Element x y z (Å)
N  -3.510  1.268  1.552
N  -2.289  1.547  1.002
C  -2.000  1.026  -0.117
S  -0.504  1.401  -0.991
C  0.007  2.877  -0.234
S  1.376  3.652  -0.606
H  -3.887  0.356  1.298
H  -3.457  1.376  2.557
H  -2.639  0.309  -0.641
H  -0.690  3.230  0.528
C  -1.882  -2.078  -1.377
C  -1.010  -1.472  -0.318
C  0.301  -1.288  -0.453
S  1.335  -0.574  0.787
C  2.941  -0.637  -0.058
C  4.018  -0.056  0.851
H  -2.672  -1.383  -1.685
H  -2.379  -2.985  -1.011
H  -1.303  -2.346  -2.262
H  -1.500  -1.171  0.608
H  0.812  -1.580  -1.370
H  3.174  -1.676  -0.309
H  2.877  -0.067  -0.990
H  3.798  0.984  1.106
H  4.991  -0.089  0.351
H  4.095  -0.625  1.783

Computed properties:
Gap between HOMO and LUMO (eV): 8.084
LUMO level (eV): 0.002
Charge: 0
Structure (SMILES): N/N=C/SC=S.C/C=C/SCC
Molar mass (g mol⁻¹): 222.404

Results of the Löwdin charge analysis, in e, for atoms 1 through 4: N 0.00; N -0.10; C -0.50; S 0.88

---

Record 4
A cluster of 2 separate species, C4H5N2 in total, computed with the ωB97M-V functional and the def2-TZVPD basis.

Element x y z (Å)
C  -0.339  -0.498  -0.051
C  -2.878  -0.690  0.511
C  1.985  0.386  -0.137
C  2.997  -0.269  0.484
N  0.711  -0.084  0.132
N  -3.519  0.127  -0.207
H  1.907  1.332  -0.601
H  2.839  -1.242  0.827
H  4.076  -0.103  0.201
H  -4.560  0.225  -0.153
H  -3.220  0.817  -1.006

Computed properties:
Gap between HOMO and LUMO (eV): 7.125
LUMO level (eV): -6.692
Energy relative to the best compared isomer or geometry (same formula, charge and spin) (eV): 4.607
Charge: +1
Molar mass (g mol⁻¹): 81.098

Results of the Löwdin charge analysis, in e, for atoms 1 through 4: C 0.09; C 0.25; C -0.16; C 0.10